# 1
Computed, not measured: the molecule C5H8N2O, with ωB97M-V/def2-TZVPD.

Cartesian coordinates (Å):
C (-1.360, 0.842, -1.111)
C (-0.044, 0.888, -0.353)
N (-0.153, 1.662, 0.829)
C (0.094, 0.953, 1.848)
C (0.498, -0.456, 1.530)
O (0.863, -1.323, 2.294)
N (0.377, -0.537, 0.188)
C (0.888, -1.583, -0.644)
H (-2.160, 0.523, -0.447)
H (-1.294, 0.160, -1.954)
H (-1.590, 1.837, -1.481)
H (0.765, 1.255, -0.990)
H (0.051, 1.358, 2.845)
H (0.248, -1.720, -1.517)
H (1.907, -1.357, -0.979)
H (0.911, -2.502, -0.057)

The LUMO energy comes out at 0.52 eV. The calculation puts the energy above the lowest of the compared OMol25 structures with the same formula, charge and spin at 9.9 kcal per mole. The SMILES is C[C@H]1N=CC(=O)N1C. The total energy is -10342.2983 eV. As for the total charge: 0. The HOMO energy comes out at -9.6 eV. The gap between HOMO and LUMO comes out at 10.12 eV.

# 2
Computed, not measured: a structure of composition C15H17N5O5PPd, with ωB97M-V/def2-TZVPD.

Cartesian coordinates (Å):
Pd (1.250, 1.261, 0.306)
O (0.307, 0.468, 4.162)
C (0.573, 0.439, 2.925)
O (1.240, 1.248, 2.224)
C (0.021, -0.770, 2.176)
P (-0.125, -0.659, 0.322)
C (-1.143, -2.149, -0.014)
C (-0.673, -3.404, 0.412)
C (-1.408, -4.571, 0.180)
C (-2.624, -4.506, -0.493)
C (-3.098, -3.277, -0.942)
C (-2.359, -2.111, -0.711)
C (-1.299, 0.716, 0.072)
C (-1.172, 1.492, -1.092)
C (-2.043, 2.554, -1.351)
C (-3.056, 2.860, -0.446)
C (-3.194, 2.105, 0.716)
C (-2.324, 1.041, 0.972)
H (-0.949, -1.039, 2.609)
H (0.702, -1.600, 2.401)
H (0.277, -3.483, 0.936)
H (-1.025, -5.525, 0.530)
H (-3.199, -5.410, -0.669)
H (-4.044, -3.216, -1.471)
H (-2.758, -1.171, -1.083)
H (-0.374, 1.280, -1.800)
H (-1.915, 3.148, -2.250)
H (-3.723, 3.695, -0.635)
H (-3.966, 2.350, 1.440)
H (-2.450, 0.482, 1.895)
N (1.284, 1.261, -1.705)
N (2.671, 1.281, -2.019)
C (3.575, 1.177, -0.974)
N (4.821, 0.979, -1.518)
N (3.233, 1.261, 0.271)
N (4.177, 1.124, 1.211)
O (3.867, 0.536, 2.255)
O (5.314, 1.598, 1.032)
H (0.875, 0.414, -2.088)
H (0.874, 2.107, -2.088)
H (2.961, 0.772, -2.854)
H (5.005, 1.580, -2.315)
H (5.575, 1.102, -0.838)
O (0.319, 2.560, 0.306)

The LUMO energy (alpha / beta) comes out at -4.04 / -6.28 eV. Its multiplicity is 5. The total energy is -46267.2773 eV. The expectation value of S² is 6.024. As for the total charge: +1. The HOMO energy (alpha / beta) comes out at -11.1 / -11.7 eV. The gap between HOMO and LUMO (alpha / beta) comes out at 7.04 / 5.43 eV.

# 3
Computed, not measured: a structure of composition C33H30N6O2STi, with ωB97M-V/def2-TZVPD.

Cartesian coordinates (Å):
Ti (0.390, 0.240, -0.076)
C (4.246, -0.815, -1.702)
C (4.798, 0.304, -1.093)
C (3.981, 1.312, -0.620)
C (2.594, 1.193, -0.757)
C (2.006, -0.003, -1.267)
C (2.867, -0.979, -1.748)
C (1.641, 2.278, -0.535)
C (1.938, 3.548, -0.020)
C (0.980, 4.538, -0.001)
C (-0.299, 4.286, -0.574)
C (-1.337, 5.229, -0.588)
C (-2.522, 4.959, -1.240)
C (-2.680, 3.761, -1.932)
C (-1.698, 2.791, -1.897)
C (-0.523, 3.003, -1.158)
N (0.383, 1.998, -1.018)
H (4.893, -1.577, -2.110)
H (5.871, 0.391, -0.991)
H (4.421, 2.188, -0.159)
H (2.462, -1.888, -2.179)
H (2.930, 3.756, 0.351)
H (1.196, 5.524, 0.383)
H (-1.177, 6.175, -0.091)
H (-3.317, 5.689, -1.227)
H (-3.586, 3.590, -2.489)
H (-1.815, 1.853, -2.426)
S (-2.001, 0.365, -0.087)
C (-2.198, -1.381, -0.357)
N (-3.433, -1.767, -0.555)
N (-3.729, -3.013, -0.952)
C (-3.042, -3.904, -1.747)
C (-2.001, -3.524, -2.600)
C (-1.384, -4.462, -3.402)
C (-1.778, -5.791, -3.378)
C (-2.834, -6.168, -2.563)
C (-3.467, -5.238, -1.765)
N (-1.145, -2.167, -0.281)
N (0.007, -1.598, 0.053)
C (1.056, -2.462, 0.303)
C (1.088, -3.761, -0.223)
C (2.177, -4.577, 0.007)
C (3.241, -4.130, 0.775)
C (3.207, -2.852, 1.313)
C (2.134, -2.015, 1.084)
H (-4.666, -3.281, -0.680)
H (-1.680, -2.494, -2.644)
H (-0.582, -4.147, -4.053)
H (-1.261, -6.521, -3.980)
H (-3.159, -7.199, -2.541)
H (-4.290, -5.535, -1.130)
H (0.250, -4.092, -0.820)
H (2.198, -5.569, -0.420)
H (4.081, -4.781, 0.973)
H (4.031, -2.506, 1.920)
H (2.108, -1.022, 1.540)
O (-0.742, -0.440, 2.783)
C (-0.475, 0.644, 2.322)
O (0.620, 0.969, 1.712)
C (-1.379, 1.897, 2.634)
N (-0.656, 3.069, 2.073)
C (-0.314, 3.988, 3.175)
C (-0.219, 3.045, 4.369)
C (-1.421, 2.127, 4.143)
H (-2.355, 1.763, 2.168)
H (-1.099, 3.526, 1.260)
H (0.229, 2.578, 1.714)
H (-1.119, 4.715, 3.305)
H (0.612, 4.518, 2.958)
H (-0.267, 3.564, 5.320)
H (0.714, 2.479, 4.324)
H (-2.341, 2.627, 4.440)
H (-1.358, 1.179, 4.675)

The LUMO energy (alpha / beta) comes out at -0.35 / -0.90 eV. The calculation puts the energy above the lowest of the compared OMol25 structures with the same formula, charge and spin at 35.1 kcal per mole. Its multiplicity is 3. The total energy is -81692.8348 eV. The expectation value of S² is 2.063. As for the total charge: 0. The HOMO energy (alpha / beta) comes out at -6.2 / -6.7 eV. The gap between HOMO and LUMO (alpha / beta) comes out at 5.81 / 5.77 eV.

# 4
Computed, not measured: a cluster of 6 separate species, C22H36BFIO15 in total, with ωB97M-V/def2-TZVPD.

Cartesian coordinates (Å):
C (-4.414, 0.080, 3.464)
C (-3.539, 1.143, 2.826)
F (-2.775, 0.488, 1.801)
B (-4.334, 2.412, 2.197)
I (-4.156, 4.196, 3.674)
H (-3.898, -0.883, 3.504)
H (-5.342, -0.049, 2.902)
H (-4.682, 0.396, 4.475)
H (-2.821, 1.496, 3.575)
H (-5.529, 2.240, 2.094)
H (-3.862, 2.754, 1.132)
C (-0.055, -1.419, -0.759)
C (0.431, -0.011, -0.951)
C (-0.268, 1.032, -0.101)
O (-0.143, 2.212, -0.922)
C (-0.060, 1.818, -2.205)
O (-0.149, 2.536, -3.152)
O (0.142, 0.481, -2.281)
H (0.113, -1.719, 0.276)
H (-1.119, -1.486, -0.989)
H (0.484, -2.108, -1.410)
H (1.517, 0.041, -0.819)
H (0.200, 1.195, 0.865)
H (-1.326, 0.816, 0.054)
C (4.781, 3.353, 2.321)
C (4.519, 2.275, 1.306)
C (3.192, 1.554, 1.419)
O (3.506, 0.251, 0.902)
C (4.824, 0.036, 1.089)
O (5.362, -1.019, 0.937)
O (5.441, 1.165, 1.477)
H (4.014, 4.124, 2.240)
H (4.767, 2.940, 3.330)
H (5.754, 3.811, 2.153)
H (4.654, 2.641, 0.290)
H (2.398, 2.003, 0.828)
H (2.867, 1.448, 2.457)
C (6.106, -1.207, -2.280)
C (4.927, -0.328, -2.594)
C (4.909, 0.301, -3.977)
O (4.205, 1.530, -3.754)
C (4.365, 1.871, -2.461)
O (4.050, 2.909, -1.971)
O (4.933, 0.856, -1.770)
H (6.140, -2.043, -2.981)
H (7.032, -0.637, -2.357)
H (6.029, -1.598, -1.267)
H (3.986, -0.851, -2.400)
H (4.387, -0.283, -4.730)
H (5.919, 0.536, -4.321)
C (-4.880, 3.576, -2.239)
C (-5.710, 2.320, -2.237)
C (-7.213, 2.513, -2.176)
O (-7.641, 1.335, -1.490)
C (-6.603, 0.914, -0.698)
O (-6.707, 0.077, 0.132)
O (-5.482, 1.582, -1.032)
H (-5.133, 4.190, -3.106)
H (-5.062, 4.142, -1.325)
H (-3.818, 3.338, -2.278)
H (-5.445, 1.673, -3.080)
H (-7.696, 2.567, -3.149)
H (-7.477, 3.390, -1.578)
C (0.815, -6.879, 0.569)
C (0.553, -6.008, 1.768)
C (-0.889, -5.950, 2.243)
O (-0.972, -4.640, 2.805)
C (-0.050, -3.858, 2.193)
O (0.008, -2.679, 2.279)
O (0.793, -4.625, 1.455)
H (0.532, -7.909, 0.790)
H (0.238, -6.525, -0.285)
H (1.870, -6.860, 0.300)
H (1.215, -6.274, 2.597)
H (-1.142, -6.689, 2.998)
H (-1.589, -6.018, 1.406)

The LUMO energy comes out at 1.95 eV. The total energy is -65609.1753 eV. As for the total charge: -1. The HOMO energy comes out at -4.4 eV. The gap between HOMO and LUMO comes out at 6.37 eV.

# 5
Computed, not measured: a structure of composition C14H22O9P2, with ωB97M-V/def2-TZVPD.

Cartesian coordinates (Å):
O (-3.410, 1.509, 2.707)
O (1.620, -0.545, 2.738)
O (-2.389, -1.514, -1.295)
O (-0.287, -5.134, -0.416)
O (-1.264, 0.099, 0.823)
O (-2.037, 1.658, 4.401)
O (-2.843, -0.731, 3.317)
O (0.994, 1.474, 4.131)
O (0.396, -0.982, 3.999)
C (2.155, 2.223, -1.741)
C (2.715, 2.210, -0.371)
C (0.770, 2.193, -1.897)
C (1.791, 2.341, 0.664)
C (-0.105, 2.218, -0.874)
C (0.443, 2.207, 0.451)
C (-0.513, 2.359, 1.547)
C (0.733, -3.014, -0.176)
C (-1.746, -3.423, 0.050)
C (0.412, -1.519, -0.218)
C (-0.873, 0.836, 2.072)
C (-2.100, -1.946, 0.056)
C (-0.447, -3.736, -0.756)
C (-0.884, -1.264, 0.697)
P (-2.229, 0.740, 3.173)
P (0.534, 0.275, 3.282)
H (-2.092, -0.563, -1.277)
H (0.581, -5.270, -0.060)
H (-2.949, 2.069, 4.253)
H (-3.864, -0.536, 3.203)
H (1.596, 1.033, 4.686)
H (1.193, -1.231, 3.494)
H (2.871, 2.304, -2.654)
H (3.830, 2.244, -0.215)
H (0.332, 2.176, -2.891)
H (2.148, 2.586, 1.709)
H (-1.109, 2.235, -0.857)
H (-1.448, 2.933, 1.274)
H (0.061, 2.893, 2.284)
H (0.922, -3.249, 0.884)
H (1.549, -3.135, -0.768)
H (-2.567, -3.916, -0.334)
H (-1.629, -3.757, 1.137)
H (0.201, -1.181, -1.224)
H (1.335, -0.918, 0.064)
H (-2.982, -1.785, 0.674)
H (-0.667, -3.537, -1.813)
H (-0.765, -1.637, 1.747)

The LUMO energy comes out at 0.16 eV. The total energy is -51876.2345 eV. As for the total charge: 0. The HOMO energy comes out at -9.3 eV. The gap between HOMO and LUMO comes out at 9.49 eV.

# 6
Computed, not measured: a structure of composition C5H5N, with ωB97M-V/def2-TZVPD.

Cartesian coordinates (Å):
C (1.015, -0.580, -0.094)
C (-0.259, -1.295, -0.112)
C (0.439, 0.738, -0.727)
C (-0.756, 0.150, -0.049)
C (0.428, 0.939, 0.778)
N (1.297, -0.076, 1.081)
H (-0.507, -1.728, -1.118)
H (-0.431, -1.889, 0.788)
H (0.297, 1.368, -1.568)
H (-1.657, 0.436, -0.366)
H (0.135, 1.936, 1.387)

The LUMO energy (alpha / beta) comes out at 1.09 / -0.98 eV. The calculation puts the energy above the lowest of the compared OMol25 structures with the same formula, charge and spin at 64.2 kcal per mole. Its multiplicity is 3. The total energy is -6747.8468 eV. The expectation value of S² is 2.008. As for the total charge: 0. The HOMO energy (alpha / beta) comes out at -6.9 / -10.0 eV. The gap between HOMO and LUMO (alpha / beta) comes out at 7.99 / 9.06 eV.

# 7
Computed, not measured: a structure of composition C10H20ClIO3PRh, with ωB97M-V/def2-TZVPD.

Cartesian coordinates (Å):
C (-4.453, 2.848, -5.350)
C (-4.202, 1.774, -4.328)
H (-5.287, 2.551, -5.992)
H (-3.543, 3.000, -5.938)
H (-4.672, 3.786, -4.834)
O (-4.780, 0.749, -4.182)
I (-2.495, 2.318, -2.982)
Rh (-0.482, -0.085, 0.784)
P (1.026, -0.992, -0.725)
C (1.300, -2.803, -0.671)
C (0.594, -0.679, -2.477)
H (2.644, 0.787, -0.664)
H (3.373, -0.695, -1.364)
H (3.125, -0.550, 0.402)
C (2.716, -0.301, -0.581)
H (0.464, 0.398, -2.606)
H (1.377, -1.047, -3.149)
H (2.029, -3.113, -1.427)
H (0.352, -3.319, -0.846)
H (-0.352, -1.176, -2.709)
H (1.664, -3.085, 0.321)
C (-0.868, -1.694, 1.543)
O (-1.116, -2.728, 2.032)
Cl (0.023, 2.024, -0.212)
C (0.814, 0.765, 4.377)
C (0.903, -0.707, 4.133)
C (1.519, -0.677, 2.743)
O (0.933, 0.420, 2.042)
C (0.282, 1.206, 3.026)
H (0.188, 1.067, 5.243)
H (1.844, 1.171, 4.513)
H (-0.126, -1.124, 4.084)
H (1.490, -1.274, 4.885)
H (2.604, -0.445, 2.842)
H (1.481, -1.649, 2.222)
H (-0.809, 0.986, 2.976)
H (0.444, 2.293, 2.869)

The LUMO energy (alpha / beta) comes out at -6.80 / -11.25 eV. The calculation puts the energy above the lowest of the compared OMol25 structures with the same formula, charge and spin at 0.0 kcal per mole. Its multiplicity is 5. The total energy is -49737.0201 eV. The expectation value of S² is 6.013. As for the total charge: +2. The HOMO energy (alpha / beta) comes out at -14.0 / -16.2 eV. The gap between HOMO and LUMO (alpha / beta) comes out at 7.24 / 4.91 eV.

# 8
Computed, not measured: a structure of composition C26H15Br2N4OPtS, with ωB97M-V/def2-TZVPD.

Cartesian coordinates (Å):
Pt (-0.686, -2.013, 0.726)
Br (-2.407, -1.577, 2.361)
C (-2.294, -3.288, 3.191)
C (-3.087, -3.579, 4.261)
C (-3.018, -4.857, 4.842)
C (-2.159, -5.786, 4.327)
C (-1.337, -5.492, 3.213)
C (-0.476, -6.465, 2.667)
C (0.239, -6.179, 1.540)
C (0.168, -4.909, 0.938)
C (-0.596, -3.887, 1.458)
C (-1.391, -4.202, 2.610)
H (-3.769, -2.834, 4.650)
H (-3.653, -5.095, 5.684)
H (-2.103, -6.779, 4.757)
H (-0.413, -7.434, 3.149)
H (0.879, -6.932, 1.097)
H (0.756, -4.763, 0.046)
Br (5.754, 4.075, -0.911)
C (3.971, 4.582, -1.349)
C (3.709, 5.138, -2.593)
C (2.416, 5.485, -2.924)
C (1.353, 5.243, -2.031)
C (1.662, 4.711, -0.759)
C (2.958, 4.385, -0.421)
N (0.082, 5.490, -2.467)
N (-0.939, 5.070, -1.791)
C (-1.204, 3.817, -1.422)
C (-2.188, 3.613, -0.434)
C (-2.376, 2.398, 0.171)
C (-1.619, 1.251, -0.176)
O (-1.776, 0.150, 0.443)
C (-0.704, 1.397, -1.309)
N (-0.089, 0.283, -1.722)
C (0.684, 0.334, -2.782)
C (0.894, 1.504, -3.516)
C (0.278, 2.660, -3.107)
C (-0.532, 2.644, -1.964)
H (4.517, 5.289, -3.296)
H (2.183, 5.905, -3.894)
H (0.863, 4.566, -0.044)
H (3.184, 3.966, 0.550)
H (-2.757, 4.476, -0.112)
H (-3.110, 2.291, 0.959)
H (1.151, -0.594, -3.086)
H (1.522, 1.485, -4.396)
H (0.392, 3.567, -3.683)
S (2.580, -3.749, -2.058)
C (1.587, -2.982, -1.062)
N (0.900, -2.380, -0.331)

The LUMO energy (alpha / beta) comes out at 1.86 / 1.84 eV. The calculation puts the energy above the lowest of the compared OMol25 structures with the same formula, charge and spin at 39.9 kcal per mole. The total energy is -189380.7617 eV. As for the total charge: -1. The HOMO energy (alpha / beta) comes out at -4.4 / -3.9 eV. The gap between HOMO and LUMO (alpha / beta) comes out at 6.30 / 5.77 eV.

Please write out number 5 again, unchanged.
Computed, not measured: a structure of composition C14H22O9P2, with ωB97M-V/def2-TZVPD.

Cartesian coordinates (Å):
O (-3.410, 1.509, 2.707)
O (1.620, -0.545, 2.738)
O (-2.389, -1.514, -1.295)
O (-0.287, -5.134, -0.416)
O (-1.264, 0.099, 0.823)
O (-2.037, 1.658, 4.401)
O (-2.843, -0.731, 3.317)
O (0.994, 1.474, 4.131)
O (0.396, -0.982, 3.999)
C (2.155, 2.223, -1.741)
C (2.715, 2.210, -0.371)
C (0.770, 2.193, -1.897)
C (1.791, 2.341, 0.664)
C (-0.105, 2.218, -0.874)
C (0.443, 2.207, 0.451)
C (-0.513, 2.359, 1.547)
C (0.733, -3.014, -0.176)
C (-1.746, -3.423, 0.050)
C (0.412, -1.519, -0.218)
C (-0.873, 0.836, 2.072)
C (-2.100, -1.946, 0.056)
C (-0.447, -3.736, -0.756)
C (-0.884, -1.264, 0.697)
P (-2.229, 0.740, 3.173)
P (0.534, 0.275, 3.282)
H (-2.092, -0.563, -1.277)
H (0.581, -5.270, -0.060)
H (-2.949, 2.069, 4.253)
H (-3.864, -0.536, 3.203)
H (1.596, 1.033, 4.686)
H (1.193, -1.231, 3.494)
H (2.871, 2.304, -2.654)
H (3.830, 2.244, -0.215)
H (0.332, 2.176, -2.891)
H (2.148, 2.586, 1.709)
H (-1.109, 2.235, -0.857)
H (-1.448, 2.933, 1.274)
H (0.061, 2.893, 2.284)
H (0.922, -3.249, 0.884)
H (1.549, -3.135, -0.768)
H (-2.567, -3.916, -0.334)
H (-1.629, -3.757, 1.137)
H (0.201, -1.181, -1.224)
H (1.335, -0.918, 0.064)
H (-2.982, -1.785, 0.674)
H (-0.667, -3.537, -1.813)
H (-0.765, -1.637, 1.747)

The LUMO energy comes out at 0.16 eV. The total energy is -51876.2345 eV. As for the total charge: 0. The HOMO energy comes out at -9.3 eV. The gap between HOMO and LUMO comes out at 9.49 eV.

Q: Look up the total charge of the sixth one.
A: 0